No. 1
This record from the OMol25 dataset describes a molecular structure, C40H48GeN4O6PRhS2. The level of theory is ωB97M-V with the def2-TZVPD basis set.

Structure (XYZ):
```
103
C40H48GeN4O6PRhS2, DFT ωB97M-V with the def2-TZVPD basis set
O 5.43903 0.99401 -3.22672
C -1.48018 -1.04154 -5.74204
N 3.81138 0.45013 -1.31486
C 1.55960 2.73453 -4.57593
C -3.13522 0.55554 -4.18845
H -2.79686 -1.73928 3.62048
H 6.59717 2.82366 1.51185
H -5.09131 4.55825 1.16471
H 8.15481 3.28913 -0.35649
S -1.41478 2.06894 -1.72764
C 6.97381 2.23428 -1.79990
H -1.46900 7.46257 -2.35563
H -0.84332 -1.67441 -6.34672
C 4.65516 -1.76762 3.87157
C -1.16238 -3.17745 -1.28622
H 0.19109 5.55140 -2.39149
H -4.52327 2.90184 1.40360
H -3.93388 0.65588 3.13613
H -3.87992 1.32950 -6.04338
N 1.48087 0.47317 -1.03084
N 2.92519 -0.20606 0.67567
H -2.39174 -0.07761 -7.42687
C 5.83158 1.48619 -2.01802
H -1.47119 4.99286 -2.52776
H -2.15933 6.79470 -0.86816
N -3.32226 0.64227 2.33848
C 1.50540 1.21669 -2.25636
H -4.66153 4.36639 -1.28312
H 1.58194 3.33118 -5.47862
Rh -0.23794 0.76710 0.15675
C 0.74078 0.10739 1.77423
C -3.44117 -2.85377 -0.58299
C 2.81599 4.30311 -0.86906
C 2.68913 0.26901 -0.54406
H -4.30266 -2.21030 -0.43524
H -2.81500 -2.62507 2.08360
C 1.18638 0.64577 -3.46551
H -0.23159 -2.79000 -1.68467
H -3.60538 0.19292 -1.14369
C -4.98687 3.58237 0.69239
H 5.68212 -1.91589 3.55193
C 2.65393 -0.90498 2.90724
C -3.18849 0.64388 -5.57157
C -2.43874 -5.03361 -0.44471
C 6.39153 2.44552 0.51967
C -0.76379 5.50338 -1.87077
H -4.04105 2.72458 -1.06820
H 0.93181 0.94735 -5.57856
C 1.94597 -1.03332 4.08042
C 1.19882 1.40344 -4.63501
O -2.88552 4.27503 -0.31204
H -0.49345 7.39381 -0.88203
C 0.06558 0.01542 3.00246
C -1.25180 6.87188 -1.46466
O -0.51722 4.69305 -0.68836
H -0.77753 -1.86460 -3.90323
C 1.91033 3.32456 -3.36157
H -5.98250 3.20279 0.45886
H 4.62581 -1.03715 4.68220
C -2.80548 -0.50882 1.89735
Ge -2.33126 -0.48779 -1.64333
H -2.50915 -6.08290 -0.19034
H 0.92921 -0.40305 -3.48373
H 4.24023 -2.71662 4.21658
H 7.25093 0.87679 -4.23585
C 0.64207 -0.54265 4.12198
C -1.43122 -1.13082 -4.35942
C 5.23909 1.69403 0.30487
H 0.08568 -0.59128 5.04948
C -2.35292 -0.14749 -6.34759
H 2.11983 5.10773 -1.11503
C -3.21301 -1.76464 2.61120
C 2.05429 -0.33063 1.76721
H -4.29783 -1.84342 2.69080
O 3.95210 -1.29055 2.73364
H -0.39561 -5.16854 -1.08515
C -3.53739 -4.20247 -0.27063
H 3.12770 4.40621 0.16627
P -1.49507 3.51154 -0.31831
H 7.64715 2.45285 -2.61585
C 6.24759 1.29038 -4.35425
C -2.25653 -2.33954 -1.10409
H -2.91901 1.51085 2.00305
H 3.64484 0.46711 -2.31128
O 2.18613 3.03454 -0.96453
H 3.86714 -0.52352 0.85373
H 4.55856 1.53006 1.12804
S -0.94977 2.75505 1.43075
C 1.88048 2.57227 -2.20039
H 5.76082 0.82260 -5.20458
H 2.20388 4.36478 -3.33330
H 2.39233 -1.48019 4.95604
O -1.99843 -0.55294 0.95842
H -4.46577 -4.60235 0.11658
C 7.25699 2.70971 -0.52228
C -2.25533 -0.33241 -3.56973
C -1.25157 -4.52060 -0.94944
C 4.95579 1.19676 -0.95656
H -3.78768 1.18034 -3.58931
H -0.92207 0.44013 3.09709
H 6.31154 2.36845 -4.51752
H 3.69234 4.35243 -1.52014
C -4.17885 3.69068 -0.57810
```

Computed properties:
total charge	+1
HOMO-LUMO gap (spin up / spin down)	0.246 / 0.245	Eh
multiplicity	2
energy above the lowest of the compared OMol25 structures with the same formula, charge and spin	144.5	kJ/mol

No. 2
This record from the OMol25 dataset describes 2 unconnected molecules or ions with the total composition C2H3F4NO. The level of theory is ωB97M-V with the def2-TZVPD basis set.

Structure (XYZ):
```
11
C2H3F4NO, DFT ωB97M-V with the def2-TZVPD basis set
F -0.47744 1.99529 1.00210
H 1.68298 -0.03698 -0.07614
F -0.19658 1.63701 -1.12059
F -1.13044 -1.21921 1.35001
O 0.02086 -1.56855 -0.63495
H -0.35535 -2.37497 -1.00438
C -0.90287 -0.88078 0.07000
F -2.11104 -0.93670 -0.58542
H 2.04850 1.48346 0.59134
N 1.35173 0.77486 0.28718
C 0.06967 1.12657 0.12085
```

Computed properties:
HOMO-LUMO gap	0.372	Eh
energy above the lowest of the compared OMol25 structures with the same formula, charge and spin	222.0	kJ/mol

No. 3
This record from the OMol25 dataset describes a molecular structure, C23H20Cl3EuN2O5PS3. The level of theory is ωB97M-V with the def2-TZVPD basis set.

Structure (XYZ):
```
58
C23H20Cl3EuN2O5PS3, DFT ωB97M-V with the def2-TZVPD basis set
H -2.64750 1.16456 3.04493
H -5.73410 -1.57664 0.32494
H -3.30478 -1.58628 -0.15758
C 0.23679 -1.70572 4.71243
C 0.47441 -3.49743 3.13197
H 0.75569 -4.51877 2.90217
C 3.01832 -1.34783 -2.06581
H -3.90073 0.90746 -3.79329
C 5.49070 -1.77724 -0.77999
C 4.89342 -0.55811 -0.67759
H 6.45456 -1.97722 -0.32948
P -1.01062 -0.26859 1.08876
C 1.63445 4.76263 -0.69174
Cl 1.04278 6.35175 1.31896
H -0.45300 0.16319 3.92805
C -0.22014 -0.87199 3.70280
C -5.55371 -0.21417 1.97429
H -6.61615 -0.20768 2.19198
Eu 0.83244 1.17265 -1.20638
Cl 3.57471 6.42270 -0.01403
H -0.07845 -3.02595 1.10679
C -3.31769 0.54191 2.46052
O 4.85924 -5.00637 -2.19763
C -2.82745 1.09170 -3.71000
C 1.86395 6.16967 -0.20603
C 3.59092 -0.30892 -1.24079
H -2.46385 1.76342 -4.48967
S -0.29460 1.55628 1.34599
C -4.67725 0.54822 2.74178
H -4.36237 3.19793 -2.45032
C 3.65890 -2.58523 -2.12592
C -2.80693 -0.22899 1.41483
S -2.48260 1.82099 -2.15992
N 5.44700 -4.12905 -1.58464
O 3.01095 0.78743 -1.01642
H -5.05754 1.15067 3.55918
H -3.00140 3.98522 -1.59752
N 1.44550 3.68936 -1.03386
C 4.84116 -2.80329 -1.48809
H -2.92052 3.77034 -3.38124
Cl 1.21327 7.28059 -1.39152
C 0.00575 -2.65993 2.12208
S -0.70570 -1.12852 -0.68423
O 1.28728 -0.07565 -3.11185
C -3.28101 3.35220 -2.43906
C 1.89003 -1.13102 -2.95621
C 0.58551 -3.02263 4.42820
C -3.69291 -0.98654 0.65729
H 1.60465 -1.98775 -3.58936
O 6.54628 -4.29581 -1.07965
H 0.95031 -3.67146 5.21635
O -1.01723 2.14088 -2.22551
C -5.05959 -0.97971 0.92946
C -0.34624 -1.34202 2.39394
H 5.35320 0.25196 -0.12540
H 0.33132 -1.32869 5.72404
H -2.27811 0.15065 -3.71519
H 3.21866 -3.38918 -2.70580
```

Computed properties:
HOMO-LUMO gap (spin up / spin down)	0.224 / 0.299	Eh
multiplicity	8
energy above the lowest of the compared OMol25 structures with the same formula, charge and spin	46.5	kJ/mol

No. 4
This record from the OMol25 dataset describes a molecular structure, C13H30I2N3O3S3. The level of theory is ωB97M-V with the def2-TZVPD basis set.

Structure (XYZ):
```
54
C13H30I2N3O3S3, DFT ωB97M-V with the def2-TZVPD basis set
I 4.29871 -2.36444 3.93328
H -1.83210 -3.58808 -2.77700
H 1.12752 6.80582 -6.64326
H -1.14861 -3.13955 -1.19341
H 2.55532 5.81605 -3.16791
C -0.48756 -1.67540 3.68726
H -0.93392 -4.79868 -1.80961
C -0.99673 -3.74456 -2.09040
H 1.07776 1.15681 -4.51995
I 1.73428 -2.56780 1.43898
C -0.27286 0.90398 4.88367
H 2.05188 -0.31359 6.13719
H -0.40064 -4.25755 -4.83853
C 0.44337 6.10164 -6.16389
S 1.37665 4.99361 -5.08036
H 2.60348 6.98392 -4.51323
H 1.69220 1.57433 -2.89012
H -0.30899 6.64357 -5.58576
C -1.08935 -0.48729 4.61417
C -1.08224 2.23977 -3.06426
N -3.49774 -3.08558 5.31506
H -0.00764 1.03436 6.03935
H 1.38039 -4.32261 -4.83502
H 0.73782 -1.68150 6.36248
H 0.74844 0.85934 4.28411
C 1.84363 -1.48302 6.03847
C 0.48329 -4.43688 -4.22188
H -0.47823 2.94292 -2.48590
H -2.04331 -0.11262 4.00110
S 0.54341 -3.22216 -2.88262
O -1.22969 -0.34919 -3.71934
H -0.91062 1.87075 4.61148
H -2.12170 2.29946 -2.73309
H -4.37792 -2.63407 4.94185
C 2.18930 -1.88049 4.48872
O 1.67188 -3.60876 -1.97344
C 1.16187 0.82481 -3.48232
H 1.71244 -0.11831 -3.44766
H 1.12209 6.81607 -3.52053
C 1.09581 -1.94736 3.48677
H -1.02673 2.48361 -4.12796
N -1.78975 -1.18126 5.80201
H -2.67341 -0.65742 6.06716
H -0.05250 5.50146 -6.93051
S -0.48483 0.55553 -2.78330
O 0.38440 4.16193 -4.32321
H -3.55450 -3.97270 5.89116
H -1.85428 -2.99622 3.12016
C -2.29114 -2.45714 5.09162
C 1.96950 6.28568 -3.96162
H 2.62663 -2.02280 6.71994
H -0.84635 -1.35307 2.59646
H 0.45388 -5.44791 -3.80846
N -1.29263 -2.94739 4.02211
```

Computed properties:
total charge	+1
HOMO-LUMO gap	0.173	Eh

| no. | F_max (eV/A) | total energy (eV) |
| --- | --- | --- |
| 1 | 0.749 | -150984.9787 |
| 2 | 4.613 | -16528.3758 |
| 3 | 1.354 | -136084.1934 |
| 4 | 5.918 | -73272.5138 |